Formula: CH5N3S
Source: the OMol25 dataset
Level of theory: wB97M-V/def2-TZVPD

The LUMO energy is 1.01 eV. Its net charge is 0. The HOMO-LUMO gap comes out at 9.089 eV. For the total energy, the calculation gives -16420.64368 eV. For the HOMO energy, the calculation gives -8.076 eV. The SMILES is NN/N=C/S.

CARTESIAN COORDINATES (ANGSTROEM)
N  -1.273  1.155  -0.319
N  -0.762  0.020  0.276
N  0.456  -0.487  -0.214
C  1.259  -1.009  0.644
S  2.361  -2.082  -0.136
H  -1.909  1.010  -1.190
H  -0.497  1.708  -0.723
H  -0.868  0.140  1.277
H  1.279  -1.114  1.675
H  2.134  -1.414  -1.223